Entry 1:
Below is a molecular structure, C23H41ClLiN10O5PS, with properties calculated with ωB97M-V with the def2-TZVPD basis set.

Values from the calculation:
HOMO level: -1.59 eV
net charge: -2
orbital gap: 6.0 eV

Each line ends with the Mulliken charge.
Atoms and positions in Å:
Li  -0.0989  0.3061  0.9703  0.805
O  -0.2272  -1.4882  1.4691  -0.840
N  -1.1903  -2.3395  1.6593  0.405
C  -1.7785  -2.3591  2.8758  -0.225
C  -2.8121  -3.1990  3.1958  -0.848
C  -3.2680  -4.0760  2.2063  -0.152
C  -2.6557  -4.0735  0.9802  -0.650
C  -1.5702  -3.2169  0.6495  -0.003
S  -0.7837  -3.2528  -0.8386  -0.468
H  -1.3469  -1.6413  3.5579  0.582
H  -3.2449  -3.1583  4.1858  0.386
H  -4.0906  -4.7543  2.4030  0.331
H  -2.9747  -4.7426  0.1940  0.361
N  0.9500  0.4605  -1.8050  -0.791
N  2.0671  1.2924  -1.5651  0.127
C  2.3755  1.7796  -0.3473  -0.040
N  3.6279  2.2455  -0.1810  -0.497
N  1.3492  1.7866  0.5018  -0.082
N  1.5434  2.1276  1.7831  1.181
O  0.7294  1.6331  2.5639  -0.720
O  2.4224  2.9117  2.1495  -0.822
H  1.0762  -0.4167  -1.2959  0.274
H  0.0991  0.8949  -1.4292  0.380
H  2.8719  1.0580  -2.1286  0.359
H  4.3129  1.5731  -0.5614  0.326
H  3.7974  2.5755  0.7573  0.308
Cl  4.9479  -2.9489  1.3553  -0.259
C  4.9582  -2.2145  -0.2789  -0.460
C  4.3119  -0.8168  -0.3422  0.666
O  4.8619  -0.0556  -1.1994  -0.870
O  3.3374  -0.5681  0.3698  -0.564
H  4.3992  -2.8857  -0.9280  0.242
H  5.9915  -2.1593  -0.6045  0.305
N  -1.6433  1.1290  -0.0717  -1.285
P  -2.5651  2.2030  0.4455  -0.455
N  -1.9730  3.8005  0.4026  0.719
C  -2.5239  4.9129  1.1506  -0.375
C  -2.2534  6.2304  0.4292  -0.950
C  -0.7455  6.4884  0.2815  -0.714
C  0.0219  5.1627  0.1285  -0.768
C  -0.8747  4.1058  -0.5011  -0.023
N  -4.0990  2.4579  -0.3351  0.639
C  -4.9050  1.2411  -0.3796  -0.532
C  -6.3771  1.6151  -0.6117  -0.828
C  -6.4695  2.8879  -1.4645  -0.715
C  -5.3027  2.9205  -2.4454  -0.864
C  -3.9714  3.0263  -1.6797  -0.499
N  -3.1647  2.0381  2.0487  0.497
C  -2.7422  0.8477  2.7828  0.215
C  -2.9338  1.0671  4.2770  -0.881
C  -4.4287  1.1983  4.6157  -0.738
C  -5.2031  1.7270  3.4004  -0.843
C  -4.3454  2.6981  2.5929  -0.689
H  -2.0930  4.9665  2.1649  0.223
H  -3.6009  4.7832  1.2747  0.392
H  -2.7399  7.0526  0.9622  0.445
H  -2.7167  6.1767  -0.5604  0.237
H  -0.3717  7.0410  1.1486  0.325
H  -0.5726  7.1247  -0.5919  0.338
H  0.3374  4.7934  1.1080  0.246
H  0.9298  5.3001  -0.4634  0.487
H  -0.3355  3.1778  -0.6783  -0.167
H  -1.2320  4.4693  -1.4820  0.136
H  -4.7846  0.6993  0.5592  0.028
H  -4.5396  0.5608  -1.1606  0.517
H  -6.8847  1.7707  0.3452  0.236
H  -6.8870  0.7861  -1.1136  0.445
H  -6.4051  3.7666  -0.8167  0.259
H  -7.4306  2.9403  -1.9848  0.430
H  -5.3930  3.7553  -3.1453  0.459
H  -5.3187  2.0059  -3.0462  0.318
H  -3.6858  4.0767  -1.5762  -0.030
H  -3.1746  2.5221  -2.2458  0.343
H  -1.6992  0.6410  2.5609  -0.311
H  -3.3007  -0.0479  2.4711  0.144
H  -2.3986  1.9794  4.5547  0.297
H  -2.4775  0.2475  4.8374  0.403
H  -4.5635  1.8755  5.4653  0.308
H  -4.8349  0.2291  4.9192  0.351
H  -6.1277  2.2222  3.7120  0.449
H  -5.4931  0.8959  2.7516  0.233
H  -4.0695  3.5404  3.2500  0.266
H  -4.9301  3.1129  1.7712  0.533

---

Entry 2:
Below is a molecular structure, C23H41N4O6S2, with properties calculated with ωB97M-V with the def2-TZVPD basis set.

Values from the calculation:
2S+1: 3
HOMO level (spin up / spin down): -5.35 / -5.35 eV
net charge: -1
orbital gap (spin up / spin down): 7.3 / 6.9 eV

Each line ends with the Mulliken charge.
Atoms and positions in Å:
O  0.3943  -5.9424  3.0016  -0.593
S  -0.0199  -4.5650  3.0172  0.686
O  0.2422  -3.8509  1.7911  -0.548
N  -1.5410  -4.3634  3.4869  -0.416
S  -2.5561  -5.4864  2.9129  1.279
O  -2.3683  -5.7759  1.5200  -0.636
O  -2.5791  -6.6312  3.7811  -0.706
C  -4.0962  -4.6129  3.1085  -0.028
C  -4.5508  -3.8194  2.0785  -0.511
C  -5.7218  -3.1577  2.3347  -0.458
C  -6.4029  -3.2581  3.5183  -0.271
N  -5.9760  -4.0459  4.5035  -0.637
C  -4.8404  -4.6760  4.2552  -0.001
H  0.6713  -3.9429  4.0080  0.040
H  -4.0057  -3.7172  1.1508  0.657
H  -6.1203  -2.4960  1.5699  0.337
H  -7.3144  -2.6910  3.6726  0.332
H  -4.4479  -5.3095  5.0490  0.409
C  0.7301  -2.4889  -2.8951  -1.622
C  -0.6774  -1.9825  -3.3153  2.073
C  -0.5753  -0.5930  -3.9548  -1.850
C  -0.2801  0.5162  -2.9487  0.736
C  -1.2950  0.4937  -1.8090  -1.541
C  -1.3866  -0.8769  -1.1373  2.113
N  -1.5903  -1.9730  -2.1352  0.557
O  -2.8161  -1.9233  -2.5609  -0.636
C  -0.1098  -1.1122  -0.3061  -1.913
C  -2.5066  -0.8665  -0.0995  -2.021
C  -1.1465  -2.9735  -4.3794  -2.029
H  1.0819  -3.2859  -3.5507  0.508
H  1.4848  -1.7006  -2.9236  0.277
H  0.7289  -2.9244  -1.8981  0.240
H  -1.5138  -0.3529  -4.4662  0.389
H  0.1974  -0.6041  -4.7285  0.379
H  0.7317  0.4166  -2.5538  -0.643
H  -0.3163  1.4873  -3.4509  0.545
H  -1.0285  1.2492  -1.0661  0.351
H  -2.2752  0.7861  -2.2028  0.284
H  -0.0935  -2.1188  0.1156  0.431
H  -0.0687  -0.4100  0.5275  0.500
H  0.8148  -0.9609  -0.8629  0.277
H  -3.4729  -0.6011  -0.5302  0.454
H  -2.2895  -0.1285  0.6727  0.436
H  -2.5988  -1.8395  0.3853  0.441
H  -1.2424  -3.9776  -3.9627  0.464
H  -0.4149  -3.0132  -5.1877  0.475
H  -2.1000  -2.6937  -4.8268  0.366
C  4.5483  2.6327  -0.2029  -1.912
C  3.1415  3.1148  -0.6538  2.460
C  3.2330  4.5148  -1.2697  -1.385
C  3.4774  5.6170  -0.2416  -0.457
C  2.4274  5.5542  0.8672  -1.249
C  2.3410  4.1717  1.5174  1.683
N  2.1929  3.0871  0.5006  0.448
O  0.9800  3.1192  0.0393  -0.558
C  3.5953  3.9477  2.3858  -1.810
C  1.1855  4.1454  2.5165  -1.934
C  2.7225  2.1295  -1.7409  -2.594
H  4.9344  1.8536  -0.8595  0.486
H  5.2865  3.4367  -0.1998  0.355
H  4.5306  2.1823  0.7872  0.368
H  2.3040  4.7417  -1.8029  0.368
H  4.0264  4.5301  -2.0209  0.374
H  4.4831  5.5338  0.1798  0.273
H  3.4348  6.5927  -0.7311  0.393
H  2.6529  6.3033  1.6298  0.385
H  1.4545  5.8296  0.4474  0.383
H  3.6127  2.9349  2.7909  0.382
H  3.5950  4.6392  3.2293  0.438
H  4.5329  4.1214  1.8613  0.351
H  0.2309  4.3975  2.0568  0.371
H  1.3605  4.8768  3.3061  0.421
H  1.0929  3.1638  2.9834  0.448
H  2.6362  1.1176  -1.3395  0.665
H  3.4716  2.1101  -2.5337  0.475
H  1.7772  2.3943  -2.2106  0.395

---

Entry 3:
Below is a molecular structure, C23H41NO2P2Y, with properties calculated with ωB97M-V with the def2-TZVPD basis set.

Values from the calculation:
HOMO level (spin up / spin down): -7.31 / -7.31 eV
net charge: +1
orbital gap (spin up / spin down): 3.9 / 3.9 eV

Each line ends with the Mulliken charge.
Atoms and positions in Å:
Y  2.7530  0.3244  -0.8438  -0.752
C  -1.0115  1.3074  0.9755  0.266
C  -0.9636  1.3977  -0.4430  0.328
C  -1.5863  -0.7440  0.1091  0.341
C  -1.3745  -0.0265  1.3103  0.361
C  -1.3391  0.1347  -0.9803  0.559
C  -0.8142  2.4114  1.9354  -1.354
H  -0.0558  3.1239  1.5926  0.323
H  -0.5018  2.0207  2.9115  0.319
H  -1.7458  2.9810  2.0918  0.287
C  -1.4760  -0.5882  2.6696  -1.428
H  -1.5057  0.2043  3.4235  0.412
H  -0.6076  -1.2286  2.8834  0.120
H  -2.3803  -1.2009  2.7745  0.360
C  -1.9667  -2.1659  0.0259  -1.471
H  -2.7313  -2.4101  0.7730  0.349
H  -1.0946  -2.8077  0.2126  0.150
H  -2.3613  -2.4053  -0.9640  0.425
C  -1.5115  -0.1766  -2.4127  -0.963
H  -2.4121  0.3135  -2.8218  0.289
H  -1.6279  -1.2570  -2.5602  0.314
H  -0.6512  0.1572  -3.0159  -0.226
C  -0.6257  2.6017  -1.2403  -0.992
H  -1.5391  3.1295  -1.5639  0.385
H  -0.0530  2.3453  -2.1464  0.051
H  -0.0258  3.3120  -0.6560  0.274
C  4.8030  0.8152  0.1158  -0.141
C  5.1522  2.3431  0.0621  0.040
C  5.1224  3.2330  -1.1927  -1.086
C  4.5463  2.7096  -2.5084  -1.248
C  3.1691  1.9627  -2.4743  1.780
C  3.3111  0.5024  -3.0736  -1.629
C  4.2486  -0.5463  -2.3367  -0.913
C  5.1994  -0.0323  -1.2224  -1.058
H  6.1657  3.5294  -1.3990  0.439
H  5.2881  2.0979  -3.0322  0.461
H  4.6354  4.1879  -0.9533  0.288
H  5.9689  0.5705  -1.7174  0.464
H  5.5603  0.3667  0.7898  0.703
H  6.1483  2.4972  0.5200  0.587
H  5.7183  -0.9311  -0.8502  0.598
H  3.7038  -1.4590  -1.9821  0.454
H  3.8681  0.7251  -4.0014  0.942
H  4.8959  -0.9286  -3.1300  0.649
H  4.3888  3.5843  -3.1577  0.452
H  2.5168  2.4703  -3.2105  1.014
P  4.0538  2.7407  1.5064  0.490
C  4.4682  2.8440  3.2432  -1.196
C  2.6975  3.8068  0.9860  -0.655
P  1.8430  -0.2888  -4.3052  0.521
C  3.5944  1.0261  1.0714  -0.682
C  1.9010  0.7562  -5.8140  -1.249
C  2.8294  -1.7292  -4.9059  -1.187
H  4.0279  1.9825  3.7617  0.401
H  4.0466  3.7579  3.6845  0.435
H  5.5562  2.8333  3.3830  0.414
H  2.7768  4.1415  -0.0607  0.332
H  2.6997  4.7096  1.6194  0.578
H  1.7302  3.2968  1.1232  -0.395
H  3.9126  -1.5755  -4.8029  0.333
H  2.5779  -1.9506  -5.9525  0.469
H  2.5158  -2.5805  -4.2880  0.349
H  3.4115  0.2781  1.8610  0.622
H  2.6064  2.2236  -1.5181  -0.696
H  0.9783  0.5794  -6.3850  0.427
H  2.7547  0.5176  -6.4600  0.402
H  1.9292  1.8067  -5.5008  0.352
O  1.6348  -2.1245  1.4890  -0.462
N  2.1934  -1.5186  0.5864  0.440
O  1.9417  -1.8617  -0.6567  -0.569

---

- The lowest net charge belongs to which entry?
  C23H41ClLiN10O5PS

---

- Which value of net charge does entry 2 give?
  -1

---

- What is the net charge in the third record?
  +1